No. 1
22
Properties=species:S:1:pos:R:3 method="wB97M-V/def2-TZVPD" homo_lumo_gap_ev=9.845 charge=0 homo_energy_ha=-0.3385 lumo_ev=0.63
C 3.33 -0.23 -0.66
C 3.02 0.28 0.60
C 2.35 -0.78 -1.45
C 1.70 0.31 1.09
C 1.01 -0.65 -0.97
C 0.69 -0.22 0.28
C -1.67 -1.23 0.26
C -3.09 1.24 -0.37
C -0.76 -0.12 0.59
O -2.73 -1.38 0.84
O -0.95 0.38 1.90
S -1.35 1.01 -0.76
H 4.38 -0.04 -0.87
H 3.76 0.85 1.12
H 2.39 -1.10 -2.45
H 1.50 0.76 2.12
H 0.12 -1.11 -1.55
H -1.44 -1.97 -0.63
H -3.49 1.46 -1.37
H -3.29 2.16 0.29
H -3.59 0.20 -0.08
H -1.86 0.22 2.06

---

No. 2
20
Properties=species:S:1:pos:R:3 method="wB97M-V/def2-TZVPD" homo_lumo_gap_ev="7.873 / 7.873" charge=0 homo_energy_ha="-0.2830 / -0.2830" lumo_ev="0.17 / 0.17"
C 1.13 -1.59 -1.50
C 1.54 0.49 -0.22
C 1.76 -0.61 -0.93
C 0.06 -2.08 -0.68
C -0.85 -3.30 -0.72
C -0.59 -0.07 0.85
C 0.10 0.97 0.00
C -0.72 -1.42 0.24
C -0.14 2.42 0.52
S -1.91 -2.63 0.65
H 1.54 -2.12 -2.48
H 2.44 0.78 0.48
H -1.62 -3.54 -1.52
H -0.12 -4.13 -0.46
H -0.09 -0.22 1.86
H -1.65 0.19 1.17
H -0.41 0.88 -1.00
H 0.24 3.24 -0.07
H 0.35 2.58 1.49
H -1.28 2.44 0.55

---

No. 3
29
Properties=species:S:1:pos:R:3 method="wB97M-V/def2-TZVPD" homo_lumo_gap_ev="5.810 / 5.678" charge=0 homo_energy_ha="-0.3148 / -0.3145" lumo_ev="-2.76 / -2.88"
Ru -0.77 0.90 0.24
C -0.61 -0.13 2.06
H -0.22 -1.13 1.88
H -1.58 -0.21 2.56
H 0.07 0.44 2.68
C -4.05 1.16 0.89
O -3.67 0.07 0.02
C -2.41 -0.12 -0.25
O -1.96 -0.92 -1.03
H -4.91 0.82 1.45
H -4.31 2.02 0.28
H -3.24 1.43 1.56
F -1.73 4.89 0.38
B -1.08 3.71 0.24
F -1.81 2.78 -0.62
F 0.20 3.82 -0.30
F -0.98 2.96 1.47
Te 1.67 1.34 -0.57
C 2.34 -0.64 -0.95
C 1.47 -1.71 -0.76
C 1.92 -3.01 -0.94
C 3.23 -3.26 -1.31
C 4.09 -2.19 -1.53
C 3.65 -0.89 -1.36
H 0.44 -1.54 -0.49
H 1.23 -3.84 -0.78
H 3.57 -4.28 -1.44
H 5.11 -2.38 -1.84
H 4.33 -0.06 -1.55

---

No. 4
25
Properties=species:S:1:pos:R:3 method="wB97M-V/def2-TZVPD" homo_lumo_gap_ev=6.469 charge=0 homo_energy_ha=-0.2490 lumo_ev=-0.31
B -3.25 0.06 0.69
C 1.51 3.00 0.34
C 2.26 1.89 0.85
C 0.30 2.77 -0.23
C 1.79 0.59 0.73
C -0.29 1.43 -0.34
C 0.49 0.27 0.06
C -1.64 1.43 -0.53
C 0.87 -2.12 0.32
C -2.36 -0.94 -1.48
N 0.12 -0.93 -0.14
N -2.39 -0.05 -0.30
O -2.47 2.33 -0.57
O -3.99 0.17 1.75
H 1.95 4.02 0.50
H 3.22 2.05 1.42
H -0.23 3.59 -0.61
H 2.45 -0.21 0.89
H 1.79 -2.35 -0.21
H 1.08 -1.98 1.34
H 0.03 -2.90 0.13
H -1.28 -1.11 -1.54
H -2.97 -1.79 -1.21
H -2.70 -0.48 -2.40
H -4.44 0.85 2.18

---

No. 5
35
Properties=species:S:1:pos:R:3 method="wB97M-V/def2-TZVPD" homo_lumo_gap_ev=10.211 charge=0 homo_energy_ha=-0.3978 lumo_ev=-0.61
C 1.54 -0.31 -2.36
Br 0.28 0.56 -1.14
Br 2.03 0.84 -3.79
Br 0.78 -1.96 -2.97
H 2.41 -0.53 -1.76
C 3.12 -4.31 -0.75
Br 3.95 -5.54 0.46
Br 3.28 -4.86 -2.57
Br 3.81 -2.53 -0.49
H 2.07 -4.28 -0.52
C -2.84 -1.84 -2.97
Cl -2.81 -0.21 -3.65
Cl -2.62 -3.05 -4.22
Cl -4.34 -2.11 -2.08
H -2.03 -1.90 -2.25
C -0.45 3.86 1.11
C -1.63 3.41 0.24
O -2.07 4.65 -0.36
C -1.09 5.58 -0.25
O -1.09 6.63 -0.79
O -0.11 5.15 0.58
H 0.41 3.21 0.96
H -0.69 3.94 2.16
H -2.47 3.05 0.82
H -1.32 2.74 -0.56
C 0.41 -1.55 1.89
C 1.06 -1.02 3.20
O -0.05 -0.48 3.91
C -1.14 -0.40 3.10
O -2.18 0.05 3.42
O -0.85 -0.90 1.87
H 0.31 -2.63 1.92
H 1.00 -1.22 1.04
H 1.78 -0.23 3.00
H 1.53 -1.81 3.77

---

No. 6
26
Properties=species:S:1:pos:R:3 method="wB97M-V/def2-TZVPD" homo_lumo_gap_ev=9.912 charge=0 homo_energy_ha=-0.3518 lumo_ev=0.34
C -3.68 -1.34 -0.21
C -3.17 -0.83 -1.41
C -3.01 -1.01 0.95
C -2.01 -0.01 -1.43
C -1.89 -0.17 0.96
C -1.41 0.38 -0.24
C 1.92 -1.65 -0.40
C 3.08 2.39 1.10
C -0.18 1.20 -0.25
O 0.92 0.97 2.39
O 1.37 -0.89 0.70
O 2.49 1.32 0.35
F 0.42 1.30 -1.51
P 1.14 0.67 0.94
Br -0.60 3.05 0.21
H -4.49 -1.96 -0.04
H -3.73 -1.16 -2.24
H -3.30 -1.29 1.98
H -1.52 0.43 -2.23
H -1.33 0.17 1.79
H 2.37 -2.54 -0.09
H 2.50 -0.93 -1.09
H 1.00 -1.90 -0.88
H 2.80 3.26 0.43
H 4.06 2.19 1.16
H 2.36 2.39 2.02

---

No. 7
25
Properties=species:S:1:pos:R:3 method="wB97M-V/def2-TZVPD" homo_lumo_gap_ev=7.895 charge=+1 homo_energy_ha=-0.4681 lumo_ev=-4.84
C 0.49 1.65 1.22
C -1.43 -1.02 -0.58
C 1.33 1.33 0.15
C 0.79 -1.87 -0.48
C -0.91 1.20 1.03
C -1.68 1.57 -0.20
C -0.95 0.25 -0.12
C -3.22 1.43 -0.29
C 3.15 -2.82 0.39
N -0.56 -1.96 -0.66
N 1.46 -0.80 -0.74
N 0.85 0.45 -0.83
S 1.44 -3.33 0.08
Br 3.08 2.11 -0.15
H 0.80 2.37 2.00
H -2.46 -1.02 -0.94
H -1.37 1.03 2.08
H -1.53 2.51 -0.78
H -3.41 0.53 0.25
H -3.56 1.56 -1.34
H -3.49 2.30 0.27
H 3.26 -1.91 -0.13
H 3.74 -3.74 0.27
H 3.38 -2.48 1.39
H 0.82 0.67 -1.86

---

No. 8
26
Properties=species:S:1:pos:R:3 method="wB97M-V/def2-TZVPD" homo_lumo_gap_ev="6.662 / 6.662" charge=+2 homo_energy_ha="-0.5571 / -0.5571" lumo_ev="-8.50 / -8.50"
C -2.34 11.38 1.51
C -3.53 12.03 1.56
C -3.75 11.26 3.92
C -1.88 10.56 2.60
C -4.32 12.05 2.84
C -2.61 10.57 3.80
C 3.68 -15.25 -3.09
C -0.56 9.85 2.54
C 4.43 -13.95 -4.93
N 1.39 -15.89 -2.94
N 0.56 -15.85 -3.66
N 2.49 -15.78 -2.39
N 3.48 -14.50 -4.07
O -5.31 12.75 2.96
Br -2.14 9.43 5.31
H -1.76 11.58 0.53
H -3.84 12.67 0.74
H -4.43 10.96 4.83
H 4.57 -15.67 -2.58
H -0.68 9.11 1.80
H 0.10 10.47 1.98
H -0.21 9.57 3.52
H 5.19 -14.65 -5.21
H 3.83 -13.71 -5.86
H 4.91 -13.11 -4.32
H 2.75 -15.89 -1.39

---

No. 9
23
Properties=species:S:1:pos:R:3 method="wB97M-V/def2-TZVPD" homo_lumo_gap_ev=8.949 charge=0 homo_energy_ha=-0.3011 lumo_ev=0.76
C 0.54 2.71 0.19
C 1.48 2.08 0.93
C -0.53 2.02 -0.31
C 1.43 0.76 1.15
C -0.62 0.65 -0.15
C 0.42 -0.02 0.57
C -2.65 -0.49 -0.27
C -1.16 -0.76 -2.15
C 1.47 -2.10 1.26
N -1.56 -0.22 -0.87
N 0.36 -1.39 0.56
Cl -3.90 -1.33 -1.19
H 0.42 3.78 0.28
H 2.31 2.67 1.30
H -1.25 2.46 -0.93
H 2.12 0.35 1.82
H -0.53 -1.76 0.78
H -0.34 -0.18 -2.59
H -0.99 -1.83 -2.08
H -2.08 -0.63 -2.84
H 1.09 -2.93 1.71
H 2.32 -2.34 0.67
H 1.65 -1.52 2.17

---

No. 10
25
Properties=species:S:1:pos:R:3 method="wB97M-V/def2-TZVPD" homo_lumo_gap_ev="7.392 / 7.392" charge=0 homo_energy_ha="-0.3475 / -0.3475" lumo_ev="-2.06 / -2.06"
C -3.18 1.51 -0.49
C -4.13 0.67 0.08
C -1.87 1.08 -0.60
C -3.71 -0.59 0.51
C -1.55 -0.19 -0.11
C 1.01 0.14 -0.20
C 3.94 0.76 0.70
C 3.35 -0.14 -0.38
C -0.21 -0.70 -0.05
N -2.47 -1.01 0.42
O 1.05 1.33 -0.40
O 2.07 -0.65 -0.02
F 0.44 -0.97 -2.14
P 0.15 -2.41 0.23
H -3.46 2.49 -0.84
H -5.16 0.97 0.20
H -1.11 1.69 -1.05
H -4.41 -1.29 0.95
H 4.04 0.22 1.64
H 4.93 1.09 0.38
H 3.31 1.63 0.85
H 3.97 -1.02 -0.54
H 3.25 0.41 -1.32
H -1.09 -2.76 0.75
H 0.82 -2.26 1.43